1.
Computed, not measured: C5H7N as an isolated structure, with the ωB97M-V functional and the def2-TZVPD basis.

Element x y z (Å)
1 C 1.17 -0.53 -0.26
2 C 1.01 0.66 0.68
3 C -0.01 -0.22 -1.15
4 N -0.92 0.63 -0.47
5 C -1.57 -0.51 0.01
6 C -0.24 1.13 0.64
7 H 1.02 -1.51 0.26
8 H 2.15 -0.61 -0.74
9 H 1.81 1.10 1.25
10 H 0.04 -0.26 -2.24
11 H -1.03 -1.27 0.57
12 H -2.65 -0.45 0.21
13 H -0.79 1.85 1.23

Summary:
lowest unoccupied orbital energy (alpha / beta) = 0.0292 / 0.0292 Eh
energy above the lowest of the compared OMol25 structures with the same formula, charge and spin = 106.9 kcal per mole
frontier orbital gap (alpha / beta) = 0.3178 / 0.3178 Eh


2.
Computed, not measured: a 2-piece molecular cluster, C5H7N overall, with the ωB97M-V functional and the def2-TZVPD basis.

Element x y z (Å)
1 C -1.46 0.70 1.80
2 C 1.31 0.31 -0.53
3 C 0.64 -0.89 0.18
4 C -1.75 0.87 0.46
5 C -0.03 -0.17 -0.86
6 N -2.25 -0.26 1.49
7 H -0.69 0.90 2.51
8 H 1.68 1.10 0.10
9 H 2.12 -0.04 -1.21
10 H 1.00 -1.97 0.10
11 H 0.39 -0.65 1.18
12 H -2.53 1.34 -0.08
13 H -0.29 -0.67 -1.74

Summary:
lowest unoccupied orbital energy (alpha / beta) = 0.0128 / 0.0127 Eh
energy above the lowest of the compared OMol25 structures with the same formula, charge and spin = 163.2 kcal per mole
frontier orbital gap (alpha / beta) = 0.3172 / 0.3170 Eh


3.
Computed, not measured: an isolated ion of composition C5H7N2 and charge +1, with the ωB97M-V functional and the def2-TZVPD basis.

Element x y z (Å)
1 C 0.48 0.01 -0.20
2 C -0.72 -1.06 -0.16
3 C 1.77 0.10 -0.25
4 C 3.14 0.08 0.07
5 C -2.86 0.28 0.01
6 N -0.57 0.99 -0.14
7 N -1.51 0.01 -0.14
8 H -0.66 -2.16 -0.01
9 H 3.35 1.10 0.04
10 H 3.88 -0.35 -0.65
11 H 3.35 -0.22 1.16
12 H -3.55 -0.32 -0.64
13 H -3.06 0.18 1.14
14 H -3.05 1.35 -0.24

Summary:
charge = +1
lowest unoccupied orbital energy (alpha / beta) = -0.2458 / -0.2458 Eh
energy above the lowest of the compared OMol25 structures with the same formula, charge and spin = 195.0 kcal per mole
frontier orbital gap (alpha / beta) = 0.2310 / 0.2310 Eh


Record order is preserved below.
F_max: 2.0, 4.6, 4.2 eV/A